Computed, not measured: a structure of composition C11H16N3S, with ωB97M-V/def2-TZVPD.

```
31
Properties=species:S:1:pos:R:3:forces:R:3
C 3.72709 2.56788 -0.62886 -1.6 -0.4 0.2
C 3.52338 2.39050 0.73381 -0.3 -2.7 -1.7
C 3.08156 1.68438 -1.53810 1.1 0.4 2.4
C 2.94321 1.19275 1.21311 0.0 1.1 -1.2
C 2.50864 0.52410 -1.12067 -1.4 -2.3 0.6
C 2.44597 0.23728 0.26943 0.6 1.5 1.3
C 1.34582 -1.96690 -0.12964 -0.4 -0.5 0.5
C 2.00784 -1.04889 0.79326 3.7 -2.3 1.2
C -3.69808 -1.31371 -0.44523 3.7 -0.8 0.2
C -2.09618 -0.49614 1.15649 1.1 0.2 -0.4
C -2.95291 0.91959 -0.65544 1.3 0.2 1.3
N 3.46264 -2.21587 0.66330 -2.2 1.0 1.2
N 0.08993 -1.84465 -0.14560 -0.2 -1.1 -1.5
N -2.91898 -0.17746 0.06703 -2.2 1.0 -4.3
S 2.62275 -3.11304 -0.59632 -0.5 1.6 0.5
H 4.25887 3.46770 -0.85743 0.1 0.2 -0.9
H 3.96770 3.06310 1.38386 0.6 1.2 1.3
H 3.06398 1.75006 -2.54822 0.5 1.1 -3.0
H 2.96776 1.17621 2.30752 -0.5 -1.0 -0.4
H 2.07731 -0.26168 -1.88567 0.9 1.8 1.6
H 1.61758 -1.12227 1.86847 0.8 0.3 -1.7
H -3.09271 -2.15982 -0.84696 0.5 0.8 0.9
H -4.28012 -1.68118 0.27558 -2.4 -1.4 3.0
H -4.21965 -1.12290 -1.26172 -2.7 1.8 -3.5
H -1.40140 -1.26287 0.78487 1.0 1.1 0.0
H -1.76188 0.47921 1.47333 0.9 -0.4 1.0
H -2.58443 -1.13965 1.84241 -1.3 0.3 1.2
H -3.71689 1.30218 -1.34250 -0.1 -1.6 -0.1
H -2.16608 1.69937 -0.61843 -0.3 -0.7 1.1
H -0.27654 -2.57155 -0.73764 -0.7 -0.5 -0.4
H 4.28864 -1.71218 0.35887 -0.1 0.2 -0.6
```
Positions in Å, forces in eV/Å.

## Properties
F_max: 4.954 eV/Å
HOMO: -11.0 eV
Total charge: +1
LUMO level: -4.8 eV

natural (NBO) population analysis, charges in e, atoms 1 to 8: -0.1764 -0.1999 -0.2128 -0.1754 -0.1839 -0.1259 0.1391 -0.0668

---

Computed, not measured: a cluster of 2 separate species, C11H16NO3 in total, with ωB97M-V/def2-TZVPD.

```
31
Properties=species:S:1:pos:R:3:forces:R:3
C -0.55070 3.24618 -2.69458 -0.2 -0.7 0.3
C 0.63658 2.63949 -3.04157 -0.2 0.4 -0.4
C 1.53809 2.01667 -2.09907 -1.9 -0.9 -0.9
C 1.28117 1.94421 -0.73803 1.2 -0.7 1.1
C 2.23788 1.30807 0.07973 -1.1 0.6 -0.8
C 3.37859 0.76136 -0.51259 0.4 -0.4 1.1
C 3.58001 0.86283 -1.85077 0.6 -0.2 0.0
N 2.66995 1.48332 -2.60305 0.1 0.0 -0.3
H -1.36314 2.61567 -2.30510 0.7 0.6 1.6
H -0.76976 4.30889 -2.81711 -0.4 -0.5 -1.6
H 0.88515 2.59816 -4.11398 1.0 1.4 0.5
H 0.37087 2.35960 -0.31656 0.2 0.0 -0.2
H 2.05583 1.26601 1.15025 0.2 -0.2 -0.2
H 4.12931 0.24427 0.07866 -0.2 0.2 0.0
H 4.46760 0.45739 -2.32920 -0.3 0.2 -0.1
H 2.83220 1.55661 -3.60175 -0.1 0.0 0.1
C -2.48375 -3.09161 3.80964 0.2 -0.2 -0.3
C -2.45907 -1.60384 3.53137 -0.4 -0.2 0.4
O -1.42580 -1.25813 2.58956 0.1 0.2 -0.1
C -1.69194 -1.53868 1.31877 -0.1 -0.2 0.3
O -2.69742 -2.03263 0.88760 0.0 0.1 -0.1
O -0.62273 -1.18953 0.58453 0.2 0.2 0.2
C -0.71911 -1.50604 -0.79581 -0.1 0.0 -0.4
H -1.49896 -3.43655 4.12887 0.0 0.1 0.1
H -3.20986 -3.32205 4.58872 0.0 0.1 0.0
H -2.74883 -3.65628 2.91627 -0.1 0.1 0.0
H -2.22451 -1.06349 4.44691 0.2 0.1 -0.2
H -3.42620 -1.24354 3.18024 0.1 0.0 -0.2
H -1.62542 -1.08189 -1.22730 0.0 -0.1 0.0
H -0.69449 -2.58245 -0.96190 -0.1 0.0 0.1
H 0.14843 -1.06201 -1.28272 0.0 0.0 0.1
```
Positions in Å, forces in eV/Å.

## Properties
F_max: 2.329 eV/Å
HOMO: -12.5 eV
Total charge: +1
LUMO level: -5.3 eV

natural (NBO) population analysis, charges in e, atoms 1 to 8: -0.2031 -0.2895 0.2025 -0.2125 -0.0650 -0.2552 0.0887 -0.4303

---

Computed, not measured: a cluster of 2 separate species, C11H16NO3 in total, with ωB97M-V/def2-TZVPD.

```
31
Properties=species:S:1:pos:R:3:forces:R:3
C -2.34241 0.70055 -1.30627 0.2 0.2 0.0
C -1.02796 0.44273 -1.27627 -0.5 -0.3 0.2
N -0.06926 1.25009 -0.48363 0.5 0.8 -1.7
C -0.15641 2.74786 -0.64488 -0.3 0.3 0.2
C -0.08739 3.46850 0.69309 0.2 0.3 0.1
C 1.19913 3.17519 1.46544 -0.1 -0.1 0.1
O -0.19216 4.82510 0.31320 0.0 -0.1 -0.2
H -2.76879 1.67472 -1.53152 0.0 0.3 1.5
H -3.05060 -0.10094 -1.11842 0.0 -0.4 -1.7
H -0.56804 -0.36369 -1.83570 0.0 -0.8 1.2
H -0.16644 0.94712 0.48734 -0.1 0.0 0.0
H 0.87441 0.95781 -0.74951 0.0 -0.1 0.2
H -1.09121 3.00502 -1.13520 -0.1 -0.2 0.0
H 0.64598 3.08608 -1.29691 0.1 -0.2 0.1
H -0.96590 3.19470 1.29427 0.0 -0.1 0.0
H 1.06134 2.37467 2.19484 0.1 -0.1 -0.1
H 2.03828 2.93608 0.81004 0.0 0.0 0.0
H 1.49164 4.05056 2.04553 0.0 0.0 0.0
H 0.05126 5.38850 1.05266 0.0 0.1 0.1
C -0.30598 -2.75625 0.93419 0.0 0.0 0.0
C -0.76627 -3.99751 0.80214 0.0 0.0 0.0
C -0.06726 -4.98909 -0.06251 0.0 0.0 0.0
O -0.48646 -6.11391 -0.18547 0.0 0.0 0.0
C 1.16278 -4.53676 -0.76644 0.0 0.0 0.0
C 1.61762 -3.29361 -0.62934 0.0 0.0 0.0
C 0.91607 -2.31543 0.22778 0.1 -0.1 0.1
O 1.33894 -1.17365 0.34888 -0.3 0.3 -0.1
H -0.79495 -2.02019 1.56095 0.0 0.0 0.0
H -1.65644 -4.34926 1.30792 0.0 0.0 0.0
H 1.65574 -5.27407 -1.38698 0.0 0.0 0.0
H 2.51077 -2.94090 -1.12921 0.0 0.0 0.0
```
Positions in Å, forces in eV/Å.

## Properties
F_max: 1.943 eV/Å
HOMO: -13.1 eV
Total charge: +1
LUMO level: -4.5 eV

natural (NBO) population analysis, charges in e, atoms 1 to 8: -0.3545 -0.0463 -0.5345 -0.2336 0.0808 -0.6598 -0.7025 0.2308

---

Computed, not measured: a structure of composition C11H16NO5S5W, with ωB97M-V/def2-TZVPD.

```
39
Properties=species:S:1:pos:R:3:forces:R:3
W 0.05887 -0.43390 -0.65207 4.1 -2.0 3.1
C 3.48178 -1.89372 -0.12671 0.4 0.5 0.5
C 2.51646 -2.94024 0.51332 -0.1 2.1 0.4
S 0.95527 -2.06301 1.13326 -0.4 -1.2 -0.3
C 1.06832 -1.51289 2.92190 0.0 -1.7 -0.5
C 0.64162 -0.10460 3.23235 0.4 0.1 0.9
S -0.41800 0.70354 2.02718 1.1 0.6 0.0
C 0.30623 2.44583 2.30719 -0.5 -1.4 1.8
C -0.13487 3.28254 1.16587 -0.3 0.4 -2.3
S 2.69314 -0.28650 -0.64414 -1.1 -0.5 -0.2
H 4.08804 -2.25193 -0.99722 -0.9 -0.1 0.7
H 4.22543 -1.58555 0.63896 -0.4 -0.2 -0.4
H 2.91350 -3.47260 1.38908 0.0 0.1 -0.4
H 2.10910 -3.61787 -0.21041 -0.3 -0.4 -0.3
H 2.09030 -1.74049 3.26458 -0.3 0.3 -0.2
H 0.40014 -2.24186 3.41965 0.4 0.4 -0.3
H 1.53941 0.49250 3.42219 -0.3 0.1 -0.2
H 0.04678 -0.14242 4.16298 0.4 0.1 -0.3
H 1.40170 2.37023 2.43881 -0.6 0.1 -0.3
H -0.15750 2.75405 3.28889 0.6 -0.2 -1.0
H -0.36427 4.36003 1.36894 0.3 -1.0 -0.1
H 0.53748 3.18271 0.28709 -0.3 0.3 0.8
O 0.58973 1.42575 -1.06619 -2.4 0.3 -1.4
N -0.73821 1.34528 -1.69639 2.2 1.4 -0.9
C -0.77588 1.17717 -3.09550 -2.6 0.1 0.7
C -2.02422 1.09595 -3.68062 0.4 -0.2 0.7
C -3.19244 1.14671 -2.83917 0.0 -0.5 0.0
C -3.06740 1.36564 -1.47139 -1.0 0.6 -0.2
C -1.80237 1.71915 -0.94990 -0.7 0.3 1.1
S -1.76550 2.57102 0.60456 -1.1 0.5 -1.1
H 0.13015 1.15509 -3.63792 1.0 -0.3 0.0
H -2.04974 0.89431 -4.75541 -0.3 0.2 0.5
H -4.23955 1.01441 -3.22448 1.4 0.0 0.1
H -4.00646 1.40456 -0.84794 1.4 0.2 -0.6
O -1.55507 -3.76345 -1.21053 0.2 0.4 0.6
S -1.45396 -2.38824 -1.57239 -2.6 -3.3 -1.2
O -2.32012 -1.95803 -2.61616 -0.1 0.7 -1.2
O -1.74662 -1.42365 -0.40632 1.8 1.1 0.8
O 0.01875 -2.08554 -1.88595 0.5 1.9 0.8
```
Positions in Å, forces in eV/Å.

## Properties
F_max: 5.503 eV/Å
HOMO (spin up / spin down): -10.9 / -11.3 eV
Total charge: +1
LUMO level (spin up / spin down): -5.2 / -5.1 eV
Multiplicity: 3

natural (NBO) population analysis, charges in e, atoms 1 to 8: 1.3746 -0.5426 -0.4534 0.3412 -0.4865 -0.5748 0.2791 -0.4957

---

Computed, not measured: a cluster of 2 separate species, C11H16O2S in total, with ωB97M-V/def2-TZVPD.

```
30
Properties=species:S:1:pos:R:3:forces:R:3
C 0.74178 -2.26943 0.07941 -3.1 0.0 -3.7
C 0.54340 -0.80809 -0.46646 1.0 -1.2 -0.6
C -0.28803 -0.80085 -1.71070 -1.3 0.9 -3.1
O 0.01881 -0.15344 -2.73145 -0.1 -1.3 2.2
C -1.70595 -1.42841 -1.61486 0.9 1.8 -1.3
C -2.47163 -0.72966 -0.54799 -0.7 4.1 -0.8
C -1.68366 -0.54393 0.72285 1.0 -3.5 -0.6
C -0.31489 -0.01320 0.46295 0.6 1.2 -0.5
C -0.10076 1.26235 0.83087 -0.3 0.5 -1.9
S 1.27653 2.11839 0.07629 2.0 1.3 2.6
C 1.65667 2.59955 -1.69694 -3.1 -1.4 0.5
O 2.57090 1.87022 0.81157 -1.4 0.4 -1.4
H 1.33409 -2.37391 0.90602 1.3 0.1 2.3
H 1.18106 -2.94164 -0.73932 -0.9 0.8 1.1
H -0.37516 -2.51693 0.29344 2.4 -0.6 -0.1
H 1.47481 -0.31313 -0.80303 -0.2 -0.2 0.7
H -2.29079 -1.32932 -2.55040 0.9 -0.3 0.2
H -1.61620 -2.42137 -1.30443 0.1 -1.9 0.1
H -3.37599 -1.25439 -0.44109 -1.2 -0.8 0.8
H -2.85149 0.35285 -0.88660 1.1 -2.1 0.3
H -2.10133 0.11259 1.34968 -2.0 2.5 2.3
H -1.76316 -1.53766 1.20823 0.6 0.4 0.2
H 0.89251 3.45046 0.42516 0.1 -1.5 -0.4
H 0.62517 2.35875 -2.19696 2.4 0.0 0.2
H 2.59987 2.15414 -1.97600 -0.3 -0.6 -0.4
H 1.73962 3.64977 -1.64890 0.3 1.2 0.1
C 0.74471 1.30123 3.26253 1.8 0.9 0.9
C -0.32306 1.32414 3.78134 -3.7 -1.1 1.0
H 1.76139 1.57904 3.09793 0.0 -0.4 -0.5
H -1.40543 1.11972 4.00493 1.9 0.6 -0.2
```
Positions in Å, forces in eV/Å.

## Properties
F_max: 4.871 eV/Å
HOMO: -8.0 eV
Total charge: 0
LUMO level: 0.2 eV

natural (NBO) population analysis, charges in e, atoms 1 to 8: -0.5834 -0.3734 0.6330 -0.5771 -0.5163 -0.3611 -0.4462 -0.0599

---

Computed, not measured: a cluster of 2 separate species, C11H16O2S in total, with ωB97M-V/def2-TZVPD.

```
30
Properties=species:S:1:pos:R:3:forces:R:3
C -1.04498 -1.21222 1.40959 -4.7 0.3 -2.4
C -0.67653 -0.76721 -0.00620 1.1 0.5 0.1
C -1.77656 -0.31038 -0.94291 2.4 -1.9 0.4
O -1.71820 -0.76405 -2.07627 -1.4 1.0 0.4
C -2.55191 0.76753 -0.30473 -2.3 1.5 -5.1
C -1.72925 2.05056 -0.21988 1.6 -2.3 -3.1
C -0.51301 1.75834 0.63895 -0.9 -2.9 0.6
C 0.21273 0.50624 0.12054 1.2 0.3 -1.2
C 1.52659 0.66762 -0.24400 -1.5 -0.8 -1.7
S 2.15451 -0.79369 -1.12575 -0.3 4.7 -3.3
C 1.38997 -1.39917 -2.69984 -1.6 -0.6 3.1
O 2.65886 -1.79765 -0.30110 1.4 -3.8 2.5
H -0.20150 -1.10335 1.92678 3.3 -0.1 2.6
H -1.38436 -2.26753 1.27711 0.0 0.8 0.9
H -1.83569 -0.48701 1.85510 1.2 -1.7 -0.5
H -0.11250 -1.61302 -0.47759 -0.5 0.9 0.4
H -3.43729 0.93167 -1.00167 0.8 0.1 0.7
H -2.98356 0.48696 0.57110 -0.8 -0.9 2.8
H -2.31702 2.79824 0.15315 -1.4 2.1 1.0
H -1.45017 2.32263 -1.36929 -0.3 -0.4 2.8
H 0.08163 2.57425 0.58772 2.4 2.3 0.0
H -0.71957 1.56336 1.72053 -0.5 0.4 -0.7
H 3.25841 -0.32621 -1.95162 -1.2 0.1 1.5
H 0.47750 -2.00164 -2.33551 1.3 1.1 -1.3
H 2.20698 -2.02305 -3.00298 0.2 -0.3 -0.9
H 1.18356 -0.45530 -3.20482 -0.1 -0.5 -0.4
C 2.71461 0.50527 2.00278 0.1 0.0 1.0
C 3.01053 1.58423 2.44727 0.1 0.8 0.1
H 2.39963 -0.48810 1.73619 0.4 0.4 0.2
H 3.20796 2.62496 2.73632 -0.1 -1.2 -0.3
```
Positions in Å, forces in eV/Å.

## Properties
F_max: 5.784 eV/Å
HOMO: -8.0 eV
Total charge: 0
LUMO level: 0.3 eV

natural (NBO) population analysis, charges in e, atoms 1 to 8: -0.5840 -0.3755 0.6246 -0.5589 -0.5248 -0.3506 -0.4558 -0.0380

---

Computed, not measured: a structure of composition C11H16O8PPb, with ωB97M-V/def2-TZVPD.

```
37
Properties=species:S:1:pos:R:3:forces:R:3
O 2.48503 5.29954 -5.02385 -0.5 -1.4 0.7
C 2.11410 4.35088 -4.52395 0.5 1.4 -0.6
Pb 0.77190 1.86063 -0.75594 -3.4 -9.6 2.2
O 1.01220 1.39983 -3.70639 -0.1 0.3 2.0
C 0.90935 1.54365 -2.57211 0.9 -3.2 -16.2
C 0.77493 2.57941 0.94726 -0.2 6.4 16.5
O 0.79491 3.07416 1.98310 0.1 -0.9 -2.4
C -0.89576 2.60639 -1.03916 -15.2 6.1 -2.5
O -1.90589 3.11817 -1.22828 1.9 -0.7 0.3
C 2.58048 1.51759 -0.58589 17.1 -3.3 1.7
O 3.71380 1.35799 -0.49569 -2.2 0.3 -0.2
H 1.27529 3.29986 -1.16033 2.0 5.9 -1.6
C 2.82356 -2.74490 1.56273 0.3 -0.1 0.4
C 1.91037 -2.10701 0.52657 1.3 -1.4 0.2
O 1.28946 -0.99167 1.11527 -0.2 0.0 -0.7
P 0.06941 -0.44079 0.05972 0.5 0.1 2.4
O -0.61294 0.29641 1.47429 -0.3 -0.4 -2.4
C -0.82249 -0.56402 2.59336 -0.4 -0.3 1.9
C -1.59268 -1.85481 2.30993 0.0 0.0 0.0
O -1.09049 -0.20559 -1.17735 0.0 0.2 1.0
C -2.37318 -0.50123 -0.68687 -2.5 -0.2 -0.5
C -3.39050 -0.24750 -1.78602 -0.3 -0.1 -0.5
H 3.58997 -2.01118 1.90113 -0.5 -0.5 -0.2
H 3.33417 -3.62858 1.12962 -0.3 0.5 0.3
H 2.22727 -3.06889 2.44660 0.5 0.2 -0.6
H 2.52607 -1.78933 -0.34069 -0.4 -0.3 0.1
H 1.16516 -2.87666 0.22623 0.3 0.6 -0.1
H 0.13347 -0.78250 3.11403 -0.5 0.1 -0.6
H -1.42427 0.00878 3.32995 0.3 0.0 -0.6
H -1.03847 -2.51262 1.60991 -0.3 0.3 0.3
H -1.72331 -2.41156 3.26239 0.1 0.4 -0.6
H -2.59910 -1.62427 1.90828 0.6 -0.2 0.2
H -2.44604 -1.57145 -0.39714 0.2 0.7 0.1
H -2.64524 0.17455 0.15386 0.4 -0.7 -0.2
H -3.18537 -0.90860 -2.65404 -0.2 0.4 0.4
H -4.41300 -0.45605 -1.40474 0.6 0.2 -0.3
H -3.34216 0.81134 -2.11580 -0.1 -0.6 0.1
```
Positions in Å, forces in eV/Å.

## Properties
F_max: 17.677 eV/Å
HOMO (spin up / spin down): -11.0 / -10.7 eV
Total charge: +1
LUMO level (spin up / spin down): -5.2 / -5.4 eV

Löwdin population analysis, charges in e, atoms 1 to 8: 0.0508 0.0150 0.8399 0.2341 -0.2633 -0.2355 0.2849 -0.2364